(1)
{
  "formula": "C40H120N10O15",
  "method": "ωB97M-V/def2-TZVPD",
  "elements": ["O", "H", "H", "O", "H", "H", "O", "H", "H", "O", "H", "H", "O", "H", "H", "C", "C", "C", "O", "C", "N", "H", "H", "H", "H", "H", "H", "H", "H", "H", "H", "H", "C", "C", "C", "O", "C", "N", "H", "H", "H", "H", "H", "H", "H", "H", "H", "H", "H", "C", "C", "C", "O", "C", "N", "H", "H", "H", "H", "H", "H", "H", "H", "H", "H", "H", "C", "C", "C", "O", "C", "N", "H", "H", "H", "H", "H", "H", "H", "H", "H", "H", "H", "C", "C", "C", "O", "C", "N", "H", "H", "H", "H", "H", "H", "H", "H", "H", "H", "H", "C", "C", "C", "O", "C", "N", "H", "H", "H", "H", "H", "H", "H", "H", "H", "H", "H", "C", "C", "C", "O", "C", "N", "H", "H", "H", "H", "H", "H", "H", "H", "H", "H", "H", "C", "C", "C", "O", "C", "N", "H", "H", "H", "H", "H", "H", "H", "H", "H", "H", "H", "C", "C", "C", "O", "C", "N", "H", "H", "H", "H", "H", "H", "H", "H", "H", "H", "H", "C", "C", "C", "O", "C", "N", "H", "H", "H", "H", "H", "H", "H", "H", "H", "H", "H"],
  "coordinates": [[2.768, -1.324, 8.782], [3.578, -0.832, 8.916], [2.842, -2.074, 9.373], [-5.025, 4.281, 8.102], [-5.530, 4.675, 8.814], [-5.637, 4.243, 7.367], [-4.785, -9.136, 6.108], [-3.972, -8.718, 5.825], [-4.539, -10.044, 6.286], [0.230, -6.988, 8.124], [0.794, -7.113, 8.887], [-0.397, -6.318, 8.396], [-4.505, 3.413, -7.584], [-5.449, 3.273, -7.513], [-4.188, 2.658, -8.080], [6.481, -3.739, -8.372], [5.561, -2.522, -8.083], [6.067, -1.618, -6.929], [7.362, -1.031, -7.285], [7.877, -0.101, -6.255], [5.270, -1.847, -9.344], [7.523, -3.426, -8.432], [6.073, -4.442, -9.098], [6.459, -4.219, -7.393], [4.661, -2.952, -7.645], [6.152, -2.266, -6.056], [5.332, -0.875, -6.617], [7.846, -0.559, -5.267], [7.379, 0.863, -6.151], [8.949, -0.047, -6.450], [4.928, -2.588, -9.939], [6.219, -1.707, -9.660], [-5.220, -3.296, -12.218], [-3.866, -2.758, -12.285], [-2.908, -3.108, -11.202], [-3.469, -2.532, -9.960], [-2.813, -2.933, -8.777], [-3.188, -3.123, -13.542], [-5.840, -2.730, -12.914], [-5.578, -3.239, -11.189], [-5.358, -4.306, -12.603], [-3.868, -1.668, -12.315], [-2.006, -2.505, -11.306], [-2.753, -4.182, -11.094], [-1.742, -2.735, -8.752], [-3.138, -3.967, -8.659], [-3.074, -2.290, -7.936], [-3.248, -4.111, -13.740], [-2.192, -3.001, -13.428], [-8.343, 9.886, 2.559], [-7.152, 8.844, 2.540], [-7.091, 7.874, 1.277], [-8.307, 7.132, 1.242], [-8.258, 6.117, 0.233], [-5.945, 9.663, 2.722], [-8.309, 10.431, 3.502], [-9.302, 9.367, 2.549], [-8.174, 10.574, 1.731], [-7.323, 8.274, 3.454], [-6.163, 7.351, 1.509], [-6.927, 8.526, 0.419], [-7.546, 5.323, 0.456], [-7.937, 6.500, -0.736], [-9.162, 5.576, -0.046], [-5.239, 8.967, 2.911], [-6.254, 10.158, 3.546], [-0.359, 0.280, 0.032], [-1.823, 0.551, 0.449], [-1.845, 0.524, 1.992], [-1.851, -0.852, 2.429], [-2.235, -0.960, 3.762], [-2.163, 1.902, -0.104], [-0.160, -0.751, 0.326], [0.363, 0.883, 0.582], [-0.087, 0.523, -0.996], [-2.569, -0.111, 0.010], [-2.813, 0.954, 2.250], [-1.094, 1.065, 2.568], [-2.215, -2.033, 3.953], [-3.253, -0.584, 3.855], [-1.574, -0.293, 4.315], [-2.431, 1.735, -1.063], [-2.907, 2.231, 0.495], [-3.001, -1.140, 12.945], [-3.838, -2.164, 13.631], [-3.445, -3.619, 13.363], [-4.605, -4.476, 13.629], [-4.390, -5.830, 13.517], [-3.703, -1.914, 15.132], [-3.271, -0.118, 13.210], [-3.163, -1.348, 11.888], [-1.956, -1.120, 13.257], [-4.848, -2.018, 13.248], [-2.602, -3.901, 13.994], [-3.287, -3.644, 12.285], [-4.057, -6.180, 12.540], [-5.363, -6.302, 13.656], [-3.706, -6.059, 14.334], [-4.136, -2.627, 15.701], [-2.743, -2.152, 15.337], [9.322, 0.088, 7.044], [8.527, 1.422, 6.824], [7.970, 1.757, 5.458], [9.007, 1.799, 4.467], [8.468, 2.276, 3.242], [7.476, 1.410, 7.814], [8.555, -0.685, 7.023], [10.034, 0.117, 7.869], [9.842, -0.097, 6.104], [9.188, 2.249, 7.083], [7.433, 2.689, 5.633], [7.254, 0.943, 5.338], [9.273, 2.104, 2.528], [8.336, 3.357, 3.285], [7.532, 1.802, 2.948], [7.221, 2.355, 8.062], [7.589, 0.915, 8.687], [3.725, 11.974, -1.327], [2.370, 11.369, -1.910], [1.734, 10.309, -0.980], [2.701, 9.206, -0.792], [2.249, 8.358, 0.294], [1.383, 12.358, -2.190], [4.202, 12.590, -2.089], [4.469, 11.261, -0.973], [3.483, 12.640, -0.498], [2.868, 10.981, -2.798], [0.706, 10.100, -1.278], [1.568, 10.808, -0.026], [1.260, 8.018, -0.012], [2.205, 8.951, 1.208], [2.850, 7.485, 0.551], [1.058, 12.435, -1.237], [0.655, 11.873, -2.695], [1.750, 3.538, -12.473], [2.611, 4.255, -11.520], [2.067, 3.954, -10.132], [2.649, 4.821, -9.267], [2.331, 4.780, -7.852], [3.955, 3.725, -11.745], [1.993, 3.837, -13.492], [0.714, 3.877, -12.444], [1.703, 2.449, -12.492], [2.734, 5.320, -11.715], [2.222, 2.915, -9.839], [0.996, 4.155, -10.177], [1.364, 5.217, -7.604], [3.086, 5.349, -7.309], [2.244, 3.775, -7.439], [3.818, 2.731, -11.632], [4.500, 4.037, -10.953], [7.184, -11.440, 2.083], [7.924, -10.147, 2.737], [6.999, -8.950, 3.034], [6.058, -8.922, 1.995], [5.090, -7.908, 1.936], [8.540, -10.597, 3.991], [6.200, -11.602, 2.524], [7.710, -12.390, 2.178], [6.936, -11.106, 1.076], [8.705, -9.886, 2.023], [7.546, -8.007, 3.036], [6.446, -8.983, 3.973], [4.557, -7.890, 2.887], [4.297, -8.053, 1.202], [5.593, -6.945, 1.851], [7.930, -11.259, 4.449], [8.635, -9.830, 4.642], [-9.917, -4.450, 1.626], [-8.765, -5.254, 0.911], [-7.463, -4.544, 1.221], [-6.341, -5.102, 0.595], [-6.354, -4.954, -0.811], [-8.684, -6.652, 1.247], [-10.852, -4.845, 1.228], [-9.771, -3.406, 1.351], [-9.999, -4.532, 2.710], [-8.914, -5.330, -0.166], [-7.199, -4.531, 2.279], [-7.586, -3.511, 0.894], [-6.938, -5.674, -1.385], [-5.308, -5.077, -1.094], [-6.632, -3.939, -1.097], [-8.539, -6.744, 2.242], [-7.845, -6.946, 0.768]],
  "lowdin_charge": [-0.054, 0.027, 0.026, -0.055, 0.028, 0.027, -0.055, 0.028, 0.028, -0.055, 0.027, 0.028, -0.055, 0.027, 0.027, -0.065, -0.443, -0.180, -0.201, -0.079, 0.034, 0.077, 0.077, 0.067, 0.125, 0.111, 0.118, 0.073, 0.081, 0.082, 0.059, 0.064, -0.061, -0.483, -0.173, -0.219, -0.128, 0.035, 0.087, 0.085, 0.082, 0.143, 0.126, 0.132, 0.081, 0.090, 0.081, 0.064, 0.058, -0.060, -0.423, -0.186, -0.169, -0.114, 0.019, 0.063, 0.070, 0.076, 0.121, 0.115, 0.124, 0.080, 0.080, 0.082, 0.063, 0.060, -0.075, -0.393, -0.191, -0.206, -0.123, 0.018, 0.072, 0.074, 0.068, 0.134, 0.108, 0.129, 0.097, 0.082, 0.089, 0.066, 0.051, -0.087, -0.415, -0.169, -0.204, -0.148, 0.030, 0.082, 0.082, 0.080, 0.139, 0.124, 0.119, 0.084, 0.090, 0.088, 0.055, 0.049, -0.043, -0.459, -0.213, -0.173, -0.113, 0.013, 0.075, 0.077, 0.065, 0.127, 0.125, 0.126, 0.087, 0.083, 0.087, 0.069, 0.070, -0.052, -0.454, -0.184, -0.191, -0.100, 0.039, 0.068, 0.069, 0.065, 0.130, 0.117, 0.113, 0.081, 0.079, 0.082, 0.065, 0.074, -0.102, -0.450, -0.266, -0.180, -0.068, 0.040, 0.082, 0.078, 0.089, 0.149, 0.134, 0.122, 0.079, 0.085, 0.080, 0.063, 0.066, -0.042, -0.368, -0.208, -0.223, -0.102, 0.008, 0.064, 0.069, 0.063, 0.124, 0.121, 0.121, 0.080, 0.090, 0.085, 0.062, 0.057, -0.042, -0.447, -0.242, -0.185, -0.112, 0.040, 0.071, 0.068, 0.073, 0.127, 0.136, 0.113, 0.084, 0.089, 0.089, 0.074, 0.064],
  "orbital_gap_ev": 9.350,
  "e_above_lowest_kcal_mol": 181.0,
  "largest_force_ev_per_a": 3.62,
  "homo_ev": -9.12
}

(2)
{
  "formula": "C32H114N8O21",
  "method": "ωB97M-V/def2-TZVPD",
  "elements": ["O", "H", "H", "O", "H", "H", "O", "H", "H", "O", "H", "H", "O", "H", "H", "O", "H", "H", "O", "H", "H", "O", "H", "H", "O", "H", "H", "O", "H", "H", "O", "H", "H", "O", "H", "H", "O", "H", "H", "C", "C", "C", "O", "C", "N", "H", "H", "H", "H", "H", "H", "H", "H", "H", "H", "H", "C", "C", "C", "O", "C", "N", "H", "H", "H", "H", "H", "H", "H", "H", "H", "H", "H", "C", "C", "C", "O", "C", "N", "H", "H", "H", "H", "H", "H", "H", "H", "H", "H", "H", "C", "C", "C", "O", "C", "N", "H", "H", "H", "H", "H", "H", "H", "H", "H", "H", "H", "C", "C", "C", "O", "C", "N", "H", "H", "H", "H", "H", "H", "H", "H", "H", "H", "H", "C", "C", "C", "O", "C", "N", "H", "H", "H", "H", "H", "H", "H", "H", "H", "H", "H", "C", "C", "C", "O", "C", "N", "H", "H", "H", "H", "H", "H", "H", "H", "H", "H", "H", "C", "C", "C", "O", "C", "N", "H", "H", "H", "H", "H", "H", "H", "H", "H", "H", "H"],
  "coordinates": [[0.449, 1.779, -3.583], [1.232, 1.643, -4.116], [-0.071, 2.413, -4.078], [0.593, -0.617, -2.311], [0.446, 0.181, -2.820], [0.997, -1.225, -2.930], [-0.179, -0.788, 3.582], [0.538, -1.382, 3.803], [0.248, -0.046, 3.153], [3.719, 2.842, 1.771], [4.172, 2.374, 1.070], [3.205, 3.512, 1.320], [-3.469, 0.494, 0.741], [-3.833, 0.851, -0.068], [-2.525, 0.461, 0.586], [0.870, 1.381, 1.909], [0.331, 1.899, 2.507], [1.770, 1.627, 2.123], [-2.548, 3.849, -2.490], [-1.755, 3.676, -1.983], [-3.103, 3.084, -2.335], [-0.420, 2.902, -1.094], [-0.094, 2.350, -0.383], [0.094, 2.639, -1.857], [1.800, -1.711, -4.586], [2.537, -2.241, -4.285], [1.251, -2.321, -5.080], [3.013, -4.290, 0.487], [2.200, -3.789, 0.562], [2.880, -5.049, 1.054], [-4.916, 1.260, 3.100], [-4.615, 1.252, 2.191], [-4.386, 0.591, 3.534], [-0.797, 0.060, 0.007], [-0.281, -0.121, -0.778], [-0.191, 0.511, 0.595], [-4.344, 2.094, -1.489], [-4.885, 2.881, -1.551], [-4.961, 1.395, -1.272], [-0.200, -4.358, 2.196], [-0.038, -3.868, 0.748], [-1.374, -3.623, 0.005], [-2.012, -4.825, -0.476], [-3.185, -4.782, -1.271], [0.750, -2.646, 0.773], [0.772, -4.600, 2.625], [-0.838, -5.239, 2.258], [-0.756, -3.610, 2.761], [0.500, -4.563, 0.102], [-1.213, -2.854, -0.750], [-2.146, -3.116, 0.584], [-3.453, -5.746, -1.702], [-2.853, -4.134, -2.082], [-4.077, -4.451, -0.739], [0.778, -2.114, -0.085], [0.202, -2.111, 1.432], [-3.057, -1.815, 5.450], [-3.276, -1.882, 3.965], [-4.623, -2.429, 3.487], [-4.626, -2.613, 2.140], [-5.836, -2.959, 1.551], [-2.959, -0.604, 3.316], [-3.367, -2.676, 6.043], [-3.596, -0.922, 5.765], [-1.982, -1.783, 5.632], [-2.516, -2.585, 3.624], [-5.443, -1.786, 3.805], [-4.906, -3.406, 3.878], [-6.311, -3.886, 1.871], [-5.719, -3.039, 0.470], [-6.541, -2.131, 1.618], [-1.950, -0.574, 3.336], [-3.191, -0.620, 2.333], [0.858, -5.045, -2.670], [1.533, -6.388, -2.135], [1.505, -7.491, -3.164], [0.214, -7.768, -3.568], [0.074, -8.225, -4.897], [2.890, -5.977, -1.915], [-0.231, -5.093, -2.685], [1.293, -4.685, -3.603], [1.092, -4.197, -2.026], [1.034, -6.809, -1.262], [2.101, -8.331, -2.807], [2.090, -7.164, -4.024], [0.350, -7.466, -5.628], [-1.003, -8.334, -5.024], [0.579, -9.160, -5.139], [3.421, -6.719, -1.482], [2.939, -5.170, -1.309], [5.410, -3.156, 2.381], [5.457, -1.815, 1.678], [5.445, -0.640, 2.705], [4.195, -0.624, 3.396], [4.080, 0.541, 4.141], [6.623, -1.812, 0.840], [6.151, -3.270, 3.173], [5.532, -3.907, 1.600], [4.401, -3.296, 2.768], [4.574, -1.729, 1.045], [5.632, 0.295, 2.177], [6.272, -0.628, 3.414], [4.478, 0.388, 5.144], [3.009, 0.717, 4.243], [4.578, 1.383, 3.660], [7.409, -1.948, 1.458], [6.788, -0.836, 0.642], [-1.714, 3.643, 1.913], [-0.721, 4.265, 2.776], [-1.093, 5.680, 3.269], [-1.267, 6.610, 2.213], [-2.006, 7.726, 2.597], [-0.308, 3.368, 3.813], [-1.803, 4.216, 0.990], [-2.662, 3.406, 2.395], [-1.440, 2.674, 1.498], [0.146, 4.454, 2.143], [-0.284, 6.200, 3.780], [-1.904, 5.601, 3.994], [-2.251, 8.379, 1.760], [-1.381, 8.213, 3.345], [-2.979, 7.440, 2.997], [0.237, 4.013, 4.368], [-1.085, 3.217, 4.441], [-7.609, -0.136, -2.297], [-6.286, -0.636, -1.691], [-5.140, -0.551, -2.779], [-5.315, -1.492, -3.822], [-4.044, -1.733, -4.499], [-6.011, 0.202, -0.575], [-8.381, -0.062, -1.532], [-8.029, -0.889, -2.964], [-7.594, 0.770, -2.903], [-6.411, -1.659, -1.338], [-4.175, -0.664, -2.285], [-5.061, 0.479, -3.128], [-3.308, -1.970, -3.731], [-3.731, -0.838, -5.037], [-4.150, -2.575, -5.183], [-6.826, 0.295, 0.015], [-5.352, -0.199, 0.077], [3.644, 0.386, -2.221], [5.006, 0.772, -1.696], [5.736, 2.030, -2.434], [5.822, 1.804, -3.817], [6.379, 2.831, -4.678], [4.873, 1.035, -0.279], [3.787, -0.275, -3.076], [3.057, 1.221, -2.603], [3.056, -0.117, -1.454], [5.695, -0.021, -1.986], [6.722, 2.254, -2.025], [5.121, 2.918, -2.288], [5.789, 3.743, -4.777], [6.584, 2.501, -5.696], [7.283, 3.133, -4.149], [4.581, 0.129, 0.057], [5.773, 1.130, 0.170], [0.787, 8.342, -0.043], [1.098, 6.858, -0.335], [2.096, 6.208, 0.714], [2.249, 4.790, 0.538], [2.564, 4.506, -0.833], [-0.167, 6.158, -0.279], [0.201, 8.441, 0.870], [0.189, 8.714, -0.875], [1.707, 8.911, 0.094], [1.536, 6.924, -1.331], [1.745, 6.346, 1.736], [3.024, 6.775, 0.635], [1.733, 4.609, -1.532], [2.664, 3.423, -0.764], [3.381, 5.082, -1.267], [-0.367, 6.100, 0.709], [-0.117, 5.175, -0.505]],
  "lowdin_charge": [-0.027, 0.066, 0.079, -0.058, -0.008, 0.002, -0.041, 0.058, 0.005, -0.056, -0.019, -0.018, -0.066, 0.000, 0.008, -0.041, 0.005, 0.036, -0.073, -0.034, -0.029, -0.038, 0.027, 0.012, -0.035, 0.052, 0.055, -0.059, -0.030, 0.052, -0.094, -0.024, -0.034, -0.043, -0.006, -0.007, -0.065, 0.073, -0.037, -0.021, -0.414, -0.159, -0.203, -0.086, 0.051, 0.075, 0.086, 0.058, 0.104, 0.109, 0.120, 0.087, 0.076, 0.072, 0.065, 0.057, -0.052, -0.415, -0.225, -0.177, -0.113, 0.057, 0.078, 0.084, 0.071, 0.108, 0.129, 0.128, 0.093, 0.064, 0.087, 0.032, 0.041, -0.029, -0.406, -0.258, -0.170, -0.104, 0.028, 0.069, 0.065, 0.049, 0.136, 0.124, 0.118, 0.084, 0.087, 0.087, 0.075, 0.025, -0.068, -0.454, -0.195, -0.169, -0.127, 0.049, 0.084, 0.073, 0.072, 0.125, 0.088, 0.128, 0.089, 0.084, 0.073, 0.075, 0.044, -0.042, -0.467, -0.171, -0.243, -0.101, 0.068, 0.089, 0.100, 0.063, 0.123, 0.125, 0.131, 0.096, 0.093, 0.092, 0.084, 0.096, -0.050, -0.387, -0.201, -0.176, -0.070, 0.028, 0.073, 0.076, 0.085, 0.124, 0.112, 0.113, 0.069, 0.085, 0.086, 0.105, 0.068, -0.050, -0.384, -0.176, -0.208, -0.073, 0.048, 0.076, 0.068, 0.075, 0.130, 0.115, 0.106, 0.077, 0.086, 0.079, 0.056, 0.072, -0.055, -0.413, -0.153, -0.224, -0.095, 0.072, 0.057, 0.081, 0.073, 0.123, 0.120, 0.117, 0.074, 0.083, 0.100, 0.024, 0.035],
  "orbital_gap_ev": 8.549,
  "e_above_lowest_kcal_mol": 0.0,
  "largest_force_ev_per_a": 3.24,
  "homo_ev": -8.57
}